Molecular formula: C4H8N2O3
Method: DFT, the ωB97M-V functional and the def2-TZVPD basis

Structure (XYZ):
```
17
C4H8N2O3 (the ωB97M-V functional and the def2-TZVPD basis)
C -0.98 -1.34 -1.55
C -1.38 0.08 -1.22
O -1.54 0.91 -2.11
O -1.60 0.40 0.08
C -0.77 -0.23 0.95
O -1.16 -1.14 1.66
N 0.54 0.27 0.93
C 0.89 1.60 0.45
N 1.59 -0.56 1.40
H -1.12 -2.03 -0.71
H 0.06 -1.36 -1.87
H -1.62 -1.71 -2.35
H 0.00 2.24 0.39
H 1.59 2.06 1.15
H 1.35 1.52 -0.54
H 1.70 -0.40 2.40
H 2.46 -0.32 0.94
```

Calculated values
Calculated total energy in Ha: -492.42444
E_HOMO in eV: -9.6
Energy relative to the best compared isomer or geometry (same formula, charge and spin) in kJ/mol: 206.15
Molecular weight in g mol⁻¹: 132.12